[1]
12
Properties=species:S:1:pos:R:3 method="wB97M-V/def2-TZVPD" max_force_ev_per_a=4.59 relative_energy_kj_mol=605.8 total_charge=0
C -1.2411 0.3666 0.5362
C -2.4749 -0.0443 0.6085
C 1.8497 -1.3681 -0.0066
C 0.7436 1.1040 -0.5119
O -0.3468 1.2724 0.4560
S 2.2744 0.2594 0.3412
H -3.3984 0.5622 0.3728
H -2.7248 -1.0001 0.8615
H 1.8530 -2.1005 0.6612
H 1.7971 -1.5806 -1.0592
H 0.6543 0.4052 -1.3331
H 1.0139 2.1238 -0.9266

[2]
12
Properties=species:S:1:pos:R:3 method="wB97M-V/def2-TZVPD" max_force_ev_per_a=3.01 relative_energy_kj_mol=168.9 smiles="C=COC(C)=S" total_charge=0
C 2.1610 0.2013 0.2846
C 0.6788 0.2605 0.7514
C -1.4142 -0.0043 -0.1887
C -2.2210 -0.5009 -1.0844
H 2.5546 -0.7827 0.7087
H 2.7105 1.1321 0.5295
H 2.1343 -0.0521 -0.7266
H -1.7109 0.5257 0.7159
H -3.2867 -0.4059 -0.9316
H -1.8743 -0.7819 -2.0490
O -0.0463 -0.0896 -0.3132
S 0.3142 0.4978 2.3036

[3]
12
Properties=species:S:1:pos:R:3 method="wB97M-V/def2-TZVPD" max_force_ev_per_a=6.13 relative_energy_kj_mol=490.4 total_charge=0
C 0.2036 0.6268 0.1432
C 0.0907 -0.6749 0.3488
C -0.4582 1.9873 0.0304
C -0.5092 -1.9799 -0.0474
O 2.7409 -0.0221 -0.9878
S 1.7918 0.0274 0.6171
H -1.5160 1.9405 0.3315
H -0.4307 2.3615 -0.9473
H 0.1792 2.6776 0.5440
H 0.0499 -2.7841 -0.5426
H -1.5376 -1.6784 -0.3516
H -0.6045 -2.4817 0.8617

[4]
12
Properties=species:S:1:pos:R:3 method="wB97M-V/def2-TZVPD" max_force_ev_per_a=5.34 relative_energy_kj_mol=453.3 total_charge=0
C -3.6413 0.1908 0.6036
C -0.2518 -0.3089 -1.1420
C 0.1897 -0.9882 0.1243
C -0.7971 0.1614 0.2494
O -0.4400 1.2769 1.0658
S -3.9916 -0.9591 -0.3372
H -0.7166 2.0303 0.5549
H 0.4787 0.4553 -1.6223
H -0.7724 -0.8655 -1.8529
H -0.3728 -1.9354 0.1312
H 1.1376 -0.9088 0.5884
H -1.8812 0.0271 0.4701

[5]
12
Properties=species:S:1:pos:R:3 method="wB97M-V/def2-TZVPD" max_force_ev_per_a=5.54 relative_energy_kj_mol=274.1 spin_multiplicity=3 total_charge=0
C -0.8380 -1.0101 -0.1543
C -1.9832 -0.9102 0.3047
C 0.2879 -1.0209 -0.8418
C 2.0830 1.9642 0.9537
O 0.9836 1.7559 0.2367
S 3.2587 0.8800 0.8012
H -2.6922 -1.5897 -0.0757
H -2.2117 -0.1569 1.0932
H 1.0653 -1.6032 -0.4656
H 0.3317 -0.4289 -1.6959
H 2.2085 2.7681 1.6638
H 1.0037 0.9903 -0.3644

[6]
12
Properties=species:S:1:pos:R:3 method="wB97M-V/def2-TZVPD" max_force_ev_per_a=1.87 relative_energy_kj_mol=406.0 spin_multiplicity=3 total_charge=0
C 0.7318 -0.8681 1.3704
C -0.4310 0.4491 -0.6067
C -0.4453 1.7098 -0.3309
C -0.7999 -0.5864 -1.5556
O 2.3529 -0.8064 3.3194
S 1.6162 0.0390 2.3534
H 0.6002 -1.9299 1.3040
H -0.0523 2.1301 0.5789
H -0.8764 2.4331 -1.0222
H -0.4293 -0.3388 -2.5521
H -1.8859 -0.6828 -1.5821
H -0.3809 -1.5488 -1.2765